[1]
The molecule C7H8N2O, computed with wB97M-V/def2-TZVPD.

Summary:
- Charge: 0
- Kohn-Sham gap (alpha / beta): 7.209 / 7.721 eV
- Spin multiplicity: 1
- E_tot: -12413.72857 eV
- E_LUMO (alpha / beta): -1.48 / -0.13 eV

Structure (XYZ):
```
18
Properties=species:S:1:pos:R:3:forces:R:3
C -0.75745 -0.39294 2.00633 0.0275 0.0266 -0.4630
C -1.44359 -2.40078 1.92286 0.1037 -0.0368 -0.1158
C -0.81508 -0.73298 0.64544 0.0467 0.2262 -0.1841
C -0.54717 -0.69429 -1.80082 -0.3334 0.1766 -0.3967
C 1.71568 1.31100 -0.52653 -0.9461 -0.7461 -0.0749
C 0.21032 1.35382 -0.47363 -0.3788 -0.5120 0.0833
C -0.48735 -0.04530 -0.53437 1.5228 1.0775 0.4791
N -1.13927 -1.43032 2.76082 -0.1262 -0.1582 0.6257
N -1.25566 -2.04002 0.64320 -0.2086 -0.1343 -0.0191
O -1.09275 -1.77527 -2.01422 0.1072 -0.2178 -0.0751
H -0.45355 0.53317 2.45082 0.0959 0.2446 0.0125
H -1.77701 -3.37365 2.22768 -0.1092 -0.1896 -0.0590
H -0.11682 -0.12103 -2.64082 0.0215 -0.0614 -0.0186
H 2.21672 1.35712 -1.47534 0.1536 0.1262 -0.2104
H 2.24480 0.85593 0.29116 0.1611 -0.0273 0.2148
H -0.09529 1.83025 0.45942 -0.1366 0.1142 -0.0781
H -0.16548 1.94934 -1.30803 -0.0572 0.0439 0.1163
H -1.43388 -2.53517 -0.22696 0.0561 0.0476 0.1632
```
Forces are in eV/Å.

[2]
The molecule C4H4ClNO2S, computed with wB97M-V/def2-TZVPD.

Summary:
- Charge: 0
- Kohn-Sham gap (alpha / beta): 6.220 / 8.110 eV
- Spin multiplicity: 1
- E_tot: -33149.48950 eV
- E_LUMO (alpha / beta): -1.96 / -1.19 eV

Structure (XYZ):
```
13
Properties=species:S:1:pos:R:3:forces:R:3
C 0.12433 2.00495 0.22051 -2.9673 0.5106 1.0034
C 1.34897 2.30991 0.40462 4.2125 -0.4136 0.5386
C -0.33953 -0.21229 -0.31218 -1.7947 0.2923 -0.9005
C -1.41068 -1.24751 -0.45387 1.1319 0.8669 -2.4990
N -0.66758 0.88654 0.18981 0.2269 -1.2773 -0.5816
O 1.03991 -1.44028 1.34740 -0.6766 -0.5434 1.3823
O 0.88608 -0.50784 -0.93998 -0.0522 -0.2048 0.5578
S 1.81502 -1.26414 0.16602 1.4564 0.1291 -1.3847
Cl 2.66165 0.97671 0.61093 -0.8807 1.2564 -0.2377
H -0.56601 2.80179 0.48049 0.3845 0.9290 -0.5781
H -2.26638 -0.74025 -0.08582 -0.9357 -0.5212 0.9019
H -1.02637 -2.15454 -0.07308 -0.4352 -1.1690 0.8722
H -1.59939 -1.41306 -1.55485 0.3303 0.1450 0.9255
```
Forces are in eV/Å.

[3]
A structure of composition C3H3HoO4, computed with wB97M-V/def2-TZVPD.

Summary:
- Charge: +3
- Kohn-Sham gap (alpha / beta): 9.457 / 7.469 eV
- Spin multiplicity: 6
- E_tot: -37109.74051 eV
- E_LUMO (alpha / beta): -16.04 / -17.80 eV

Structure (XYZ):
```
11
Properties=species:S:1:pos:R:3:forces:R:3
C -1.01733 1.13283 -1.20090 1.3429 2.1520 0.0225
C -0.16011 1.20327 0.03544 -0.0269 -0.4096 0.1835
O 0.56727 0.06476 0.27481 -1.1518 -0.0758 -1.0588
O -1.01511 0.13204 -1.89740 -0.1356 -2.8565 -0.0071
H -1.42470 2.07850 -1.59293 -0.5365 -0.2208 0.1409
H 0.56692 2.03922 -0.04867 -0.0513 0.3507 0.1560
Ho -0.34622 -1.96797 -1.34478 0.7238 1.0612 1.2168
O 1.87315 -1.81049 2.50715 -3.6617 2.0569 -3.6140
O 0.61490 -2.51323 0.75189 -2.5667 0.9687 -3.4231
C 1.11791 -1.82507 1.59207 5.8357 -3.2544 6.1437
H -0.77667 1.46615 0.92332 0.2281 0.2276 0.2396
```
Forces are in eV/Å.